(1)
DFT (ωB97M-V/def2-TZVPD) results for a cluster of 10 separate species, C45H117N9O17 in total.

Geometry as ORCA input:
```
! wB97M-V def2-TZVPD RIJCOSX def2/J DEFGRID3
* xyz 0 1
C 4.59 -0.12 -0.69
O 3.61 -1.10 -1.00
C 3.91 -2.38 -0.48
C 2.85 -3.20 -1.16
N 2.93 -4.51 -0.52
C 2.30 -5.54 -1.17
C 0.68 -5.65 -1.05
O 0.17 -6.74 -1.77
C -1.24 -6.58 -2.08
H 4.06 0.76 -0.33
H 5.02 0.10 -1.67
H 5.31 -0.45 0.06
H 3.82 -2.49 0.60
H 4.91 -2.77 -0.65
H 2.87 -3.31 -2.25
H 1.88 -2.71 -1.08
H 3.91 -4.71 -0.44
H 2.86 -6.36 -0.73
H 2.38 -5.66 -2.25
H 0.33 -4.79 -1.63
H 0.16 -5.55 -0.10
H -1.26 -6.11 -3.06
H -1.86 -6.03 -1.37
H -1.76 -7.52 -2.26
C 0.46 1.04 -0.37
O -0.89 0.72 -0.35
C -1.51 0.24 -1.55
C -0.71 -1.13 -1.95
N -0.76 -2.20 -0.90
C -2.13 -2.39 -0.33
C -2.13 -3.61 0.62
O -1.13 -3.27 1.60
C -0.73 -4.14 2.64
H 0.56 1.91 -1.01
H 1.13 0.22 -0.64
H 0.62 1.33 0.67
H -1.32 1.06 -2.24
H -2.59 0.10 -1.47
H 0.31 -0.93 -2.26
H -1.16 -1.55 -2.85
H -0.36 -1.74 -0.10
H -2.84 -2.31 -1.15
H -2.34 -1.50 0.27
H -1.91 -4.55 0.12
H -3.07 -3.65 1.18
H 0.02 -3.80 3.35
H -0.37 -5.15 2.41
H -1.50 -4.19 3.40
C 5.93 -1.11 6.62
O 6.20 -1.93 5.47
C 4.93 -2.45 5.00
C 4.16 -1.52 4.01
N 2.91 -2.28 3.63
C 1.95 -1.39 2.89
C 1.62 -0.10 3.63
O 1.23 -0.18 4.98
C -0.14 -0.41 5.22
H 6.83 -0.92 7.19
H 5.27 -1.71 7.25
H 5.38 -0.25 6.25
H 4.36 -2.91 5.81
H 5.17 -3.47 4.70
H 4.68 -1.25 3.09
H 4.01 -0.65 4.64
H 2.41 -2.68 4.41
H 0.98 -1.88 2.77
H 2.33 -1.10 1.91
H 0.83 0.55 3.26
H 2.49 0.56 3.61
H -0.33 -0.76 6.24
H -0.63 -1.06 4.49
H -0.62 0.57 5.16
C -6.39 -6.00 -1.24
O -5.65 -5.49 -2.36
C -4.49 -4.79 -2.04
C -3.76 -4.43 -3.33
N -4.35 -3.20 -3.88
C -3.71 -2.73 -5.11
C -4.32 -1.37 -5.34
O -3.57 -0.73 -6.50
C -3.76 0.64 -6.51
H -6.05 -7.01 -1.00
H -7.43 -6.11 -1.54
H -6.36 -5.47 -0.29
H -3.96 -5.38 -1.29
H -4.85 -3.86 -1.59
H -3.72 -5.34 -3.93
H -2.77 -4.20 -2.94
H -5.34 -3.37 -3.99
H -3.83 -3.45 -5.92
H -2.64 -2.53 -5.03
H -4.32 -0.78 -4.42
H -5.39 -1.46 -5.52
H -3.28 1.19 -7.32
H -3.57 1.01 -5.51
H -4.75 1.01 -6.76
C -3.35 4.09 -5.44
O -2.32 4.16 -4.44
C -1.34 5.01 -4.85
C -0.37 5.37 -3.72
N 0.46 4.28 -3.24
C 1.45 3.88 -4.32
C 1.47 2.39 -4.46
O 0.26 1.90 -5.12
C 0.24 0.48 -5.09
H -2.91 3.43 -6.19
H -3.86 5.01 -5.72
H -4.26 3.65 -5.03
H -1.70 6.00 -5.15
H -0.90 4.52 -5.71
H -0.82 5.82 -2.84
H 0.30 6.15 -4.11
H -0.14 3.48 -3.38
H 2.50 4.07 -4.11
H 1.23 4.23 -5.33
H 1.76 2.00 -3.49
H 2.30 2.00 -5.05
H 0.14 0.27 -4.02
H 1.24 0.18 -5.38
H -0.59 0.04 -5.65
C -6.05 1.47 -0.80
O -4.90 1.89 -0.08
C -4.61 3.33 0.11
C -3.33 3.75 0.75
N -3.20 3.41 2.18
C -1.83 3.33 2.71
C -1.00 4.62 2.45
O -0.12 4.91 3.46
C 0.40 6.24 3.53
H -5.93 0.43 -1.11
H -6.27 2.15 -1.62
H -6.86 1.59 -0.09
H -5.46 3.61 0.73
H -4.63 3.85 -0.85
H -3.12 4.81 0.64
H -2.61 3.05 0.32
H -3.76 2.64 2.52
H -1.31 2.45 2.32
H -1.78 3.09 3.77
H -1.70 5.45 2.41
H -0.54 4.82 1.48
H 1.31 6.45 4.09
H -0.35 6.83 4.07
H 0.55 6.65 2.53
C 4.70 9.38 2.07
O 5.30 9.43 0.77
C 4.41 9.21 -0.33
C 4.02 7.79 -0.63
N 2.74 7.81 -1.39
C 2.60 6.41 -1.77
C 2.31 5.30 -0.60
O 3.44 4.69 0.09
C 4.19 3.84 -0.74
H 4.07 10.24 2.33
H 5.50 9.25 2.81
H 4.10 8.48 2.17
H 4.99 9.68 -1.13
H 3.62 9.94 -0.17
H 3.84 7.31 0.34
H 4.86 7.32 -1.15
H 2.01 8.13 -0.77
H 3.47 6.14 -2.38
H 1.74 6.31 -2.44
H 1.69 4.44 -0.85
H 1.78 5.77 0.22
H 4.90 3.28 -0.13
H 4.71 4.40 -1.52
H 3.51 3.29 -1.39
N 2.42 -7.36 2.53
C 2.39 -6.19 3.12
N 2.38 -5.18 2.31
O 2.42 -6.03 4.39
H 2.41 -7.50 1.53
H 2.57 -8.19 3.08
H 2.05 -4.32 2.72
H 2.49 -5.22 1.31
C -4.42 -4.89 5.59
O -5.13 -4.49 4.38
H -3.34 -4.71 5.64
H -4.81 -4.21 6.35
H -4.78 -5.91 5.71
H -6.06 -4.37 4.54
C 0.64 -4.53 6.72
O 1.50 -3.95 5.78
H 1.34 -4.96 7.44
H -0.02 -3.91 7.33
H 0.02 -5.28 6.23
H 1.92 -4.71 5.36
*
```

SMILES string = COCCNCCOC.COCCNCCOC.COCCNCCOC.COCCNCCOC.COCCNCCOC.COCCNCCOC.COCCNCCOC.NC(N)=O.CO.CO
Gap between HOMO and LUMO = 0.322 Eh
ΔE to the lowest compared entry with this formula, charge and spin = 461.27 kJ/mol
E_tot = -3555.9899 a.u.
F_max = 4.9 eV/A

These are the Löwdin partial charges, in e, on atoms 1 to 99: number 1, C, carries -0.090; number 2, O, carries -0.204; number 3, C, carries -0.221; number 4, C, carries -0.172; number 5, N, carries -0.110; number 6, C, carries -0.219; number 7, C, carries -0.183; number 8, O, carries -0.194; number 9, C, carries -0.083; number 10, H, carries 0.069; number 11, H, carries 0.091; number 12, H, carries 0.091; number 13, H, carries 0.114; number 14, H, carries 0.126; number 15, H, carries 0.126; number 16, H, carries 0.103; number 17, H, carries 0.122; number 18, H, carries 0.112; number 19, H, carries 0.117; number 20, H, carries 0.097; number 21, H, carries 0.101; number 22, H, carries 0.084; number 23, H, carries 0.050; number 24, H, carries 0.090; number 25, C, carries -0.114; number 26, O, carries -0.230; number 27, C, carries -0.130; number 28, C, carries -0.171; number 29, N, carries -0.035; number 30, C, carries -0.171; number 31, C, carries -0.164; number 32, O, carries -0.198; number 33, C, carries -0.107; number 34, H, carries 0.078; number 35, H, carries 0.074; number 36, H, carries 0.088; number 37, H, carries 0.103; number 38, H, carries 0.107; number 39, H, carries 0.081; number 40, H, carries 0.092; number 41, H, carries 0.076; number 42, H, carries 0.103; number 43, H, carries 0.112; number 44, H, carries 0.083; number 45, H, carries 0.122; number 46, H, carries 0.057; number 47, H, carries 0.081; number 48, H, carries 0.081; number 49, C, carries -0.100; number 50, O, carries -0.198; number 51, C, carries -0.217; number 52, C, carries -0.140; number 53, N, carries -0.028; number 54, C, carries -0.167; number 55, C, carries -0.235; number 56, O, carries -0.189; number 57, C, carries -0.096; number 58, H, carries 0.086; number 59, H, carries 0.079; number 60, H, carries 0.079; number 61, H, carries 0.109; number 62, H, carries 0.117; number 63, H, carries 0.113; number 64, H, carries 0.092; number 65, H, carries 0.055; number 66, H, carries 0.090; number 67, H, carries 0.103; number 68, H, carries 0.109; number 69, H, carries 0.113; number 70, H, carries 0.087; number 71, H, carries 0.084; number 72, H, carries 0.077; number 73, C, carries -0.093; number 74, O, carries -0.196; number 75, C, carries -0.253; number 76, C, carries -0.204; number 77, N, carries -0.055; number 78, C, carries -0.205; number 79, C, carries -0.161; number 80, O, carries -0.179; number 81, C, carries -0.182; number 82, H, carries 0.081; number 83, H, carries 0.084; number 84, H, carries 0.085; number 85, H, carries 0.106; number 86, H, carries 0.119; number 87, H, carries 0.125; number 88, H, carries 0.097; number 89, H, carries 0.114; number 90, H, carries 0.123; number 91, H, carries 0.116; number 92, H, carries 0.111; number 93, H, carries 0.118; number 94, H, carries 0.086; number 95, H, carries 0.076; number 96, H, carries 0.080; number 97, C, carries -0.091; number 98, O, carries -0.169; number 99, C, carries -0.272

=====

(2)
DFT (ωB97M-V/def2-TZVPD) results for a structure of composition C27H39N3O5PPdS.

Geometry as ORCA input:
```
! wB97M-V def2-TZVPD RIJCOSX def2/J DEFGRID3
* xyz 1 1
Pd 0.28 0.82 0.28
C 4.50 -1.43 1.28
N 3.64 -0.63 2.15
C 4.05 0.09 3.26
C 2.97 0.69 3.78
N 1.89 0.33 2.98
C 2.32 -0.48 1.97
S 1.39 -1.19 0.73
C 0.54 0.65 3.26
C 0.11 0.72 4.57
C -1.20 1.08 4.82
C -2.04 1.35 3.76
C -1.55 1.23 2.48
N -0.28 0.89 2.23
H 5.50 -1.41 1.68
H 4.49 -1.02 0.27
H 4.14 -2.46 1.25
H 5.08 0.12 3.57
H 2.87 1.37 4.61
H 0.80 0.48 5.37
H -1.55 1.14 5.84
H -3.07 1.64 3.92
H -2.16 1.43 1.60
C -3.22 3.54 -1.63
C -2.56 2.75 -2.76
C -2.24 3.63 -3.95
C -3.41 1.55 -3.15
O -1.32 2.16 -2.26
P -0.22 2.92 -1.43
O 0.08 4.29 -1.82
O -0.50 2.64 0.08
O 0.99 1.80 -1.68
C 2.41 2.18 -1.82
C 2.87 2.91 -0.57
C 3.14 0.86 -2.00
C 2.57 3.03 -3.07
H -4.17 3.95 -1.97
H -2.59 4.38 -1.33
H -3.40 2.90 -0.77
H -3.16 4.03 -4.38
H -1.73 3.05 -4.72
H -1.60 4.46 -3.65
H -4.37 1.88 -3.53
H -3.57 0.91 -2.28
H -2.91 0.97 -3.92
H 2.74 2.29 0.32
H 2.32 3.84 -0.44
H 3.93 3.15 -0.66
H 2.98 0.20 -1.14
H 4.21 1.04 -2.12
H 2.77 0.35 -2.90
H 2.05 3.98 -2.96
H 2.17 2.50 -3.94
H 3.63 3.22 -3.24
C 0.23 -6.53 -0.29
C -0.50 -5.23 -0.06
C -1.20 -5.00 1.12
C -1.89 -3.82 1.33
C -2.64 -3.63 2.63
C -1.85 -2.82 0.34
C -2.54 -1.56 0.58
O -2.22 -0.50 0.08
C -1.14 -3.03 -0.86
C -1.13 -2.02 -1.98
C -0.49 -4.24 -1.04
H 0.13 -7.20 0.56
H 1.29 -6.35 -0.47
H -0.17 -7.04 -1.17
H -1.22 -5.77 1.88
H -2.48 -4.49 3.28
H -3.71 -3.53 2.47
H -2.30 -2.74 3.17
H -3.41 -1.59 1.27
H -2.14 -1.74 -2.27
H -0.62 -2.43 -2.85
H -0.63 -1.09 -1.70
H 0.03 -4.42 -1.97
*
```

Gap between HOMO and LUMO = 0.287 Eh
ΔE to the lowest compared entry with this formula, charge and spin = 19.80 kJ/mol
E_tot = -2460.1082 a.u.
F_max = 0.7 eV/A

Charges in e, computed with Löwdin, in the same order as the atoms: number 1, Pd, carries 0.819; number 2, C, carries 0.002; number 3, N, carries -0.095; number 4, C, carries -0.007; number 5, C, carries -0.005; number 6, N, carries 0.010; number 7, C, carries -0.659; number 8, S, carries 0.763; number 9, C, carries -0.232; number 10, C, carries 0.023; number 11, C, carries -0.015; number 12, C, carries -0.009; number 13, C, carries -0.081; number 14, N, carries 0.006; number 15, H, carries 0.101; number 16, H, carries 0.086; number 17, H, carries 0.098; number 18, H, carries 0.137; number 19, H, carries 0.136; number 20, H, carries 0.125; number 21, H, carries 0.126; number 22, H, carries 0.124; number 23, H, carries 0.109; number 24, C, carries -0.029; number 25, C, carries -0.612; number 26, C, carries -0.022; number 27, C, carries -0.024; number 28, O, carries -0.166; number 29, P, carries 0.308; number 30, O, carries -0.216; number 31, O, carries -0.370; number 32, O, carries -0.252; number 33, C, carries -0.606; number 34, C, carries -0.026; number 35, C, carries -0.033; number 36, C, carries -0.020; number 37, H, carries 0.096; number 38, H, carries 0.084; number 39, H, carries 0.086; number 40, H, carries 0.094; number 41, H, carries 0.094; number 42, H, carries 0.078; number 43, H, carries 0.095; number 44, H, carries 0.080; number 45, H, carries 0.091; number 46, H, carries 0.065; number 47, H, carries 0.090; number 48, H, carries 0.098; number 49, H, carries 0.024; number 50, H, carries 0.099; number 51, H, carries 0.100; number 52, H, carries 0.075; number 53, H, carries 0.100; number 54, H, carries 0.098; number 55, C, carries -0.038; number 56, C, carries -0.245; number 57, C, carries -0.001; number 58, C, carries -0.204; number 59, C, carries -0.041; number 60, C, carries -0.138; number 61, C, carries -0.189; number 62, O, carries -0.022; number 63, C, carries -0.216; number 64, C, carries -0.032; number 65, C, carries -0.007; number 66, H, carries 0.077; number 67, H, carries 0.085; number 68, H, carries 0.089; number 69, H, carries 0.118; number 70, H, carries 0.079; number 71, H, carries 0.089; number 72, H, carries 0.078; number 73, H, carries 0.130; number 74, H, carries 0.093; number 75, H, carries 0.084; number 76, H, carries 0.046; number 77, H, carries 0.125

=====

> Which of these has the lowest ΔE to the lowest compared entry with this formula, charge and spin?

C27H39N3O5PPdS

=====

> Which of these has the highest gap between HOMO and LUMO?

C45H117N9O17

=====

> Which value of E_tot does entry 1 give?

-3555.9899 a.u.

=====

> What is the F_max in the first record?

4.9 eV/A